*1*
Computed, not measured: a 2-piece molecular cluster, C7H10O3 overall, with ωB97M-V with the def2-TZVPD basis set.

Results
Multiplicity: 1

```
20
Properties=species:S:1:pos:R:3:mulliken_charge:R:1
O 3.035 0.280 -3.010 -0.4526
C 2.058 0.608 -2.378 0.3671
H 1.143 -0.016 -2.354 0.2097
O 1.317 0.995 0.124 -0.7602
C -0.005 0.897 0.628 0.1293
C -0.893 -0.074 -0.144 -0.5103
C -0.240 -1.323 0.543 -0.3357
C -1.606 -1.882 0.971 -0.5954
C -1.746 -0.359 1.134 -0.3433
C -0.275 -0.211 1.646 -0.7104
H -0.418 1.896 0.834 0.4370
H -1.246 -0.012 -1.181 0.3782
H 0.651 -1.864 0.202 0.4233
H -2.215 -2.353 0.185 0.2937
H -1.628 -2.481 1.893 0.2970
H -2.607 0.232 1.470 0.4222
H 0.064 -0.300 2.686 0.4119
H 1.709 1.981 0.167 0.3951
O 1.799 1.991 -2.061 -0.5085
H 1.104 1.995 -1.353 0.4521
```

*2*
Computed, not measured: one molecule with the formula C7H10O3, with ωB97M-V with the def2-TZVPD basis set.

Results
SMILES: C[C@H]1OC=C[C@]1(C)C(=O)O
Multiplicity: 1

```
20
Properties=species:S:1:pos:R:3:mulliken_charge:R:1
C 0.692 -0.487 -2.025 -1.6881
C 0.472 0.469 -0.858 0.1962
O -0.696 1.293 -1.153 -0.4490
C -1.744 0.810 -0.426 -0.6924
C -1.349 -0.082 0.531 -0.5311
C 0.128 -0.223 0.465 1.2428
C 0.756 -1.545 0.821 -1.7443
C -0.028 0.838 1.848 0.6439
O 0.059 0.467 2.976 -0.5705
O 0.135 2.139 1.536 -0.4974
H 1.551 -1.118 -1.850 0.3956
H 0.869 0.088 -2.927 0.4115
H -0.191 -1.105 -2.172 0.3628
H 1.328 1.145 -0.771 0.4161
H -2.681 1.327 -0.541 0.4075
H -1.979 -0.675 1.167 0.5231
H 0.382 -1.894 1.787 0.4387
H 1.842 -1.446 0.902 0.3535
H 0.485 -2.318 0.088 0.3746
H -0.032 2.315 0.600 0.4066
```

It is *1* that is the least stable of them.